{"formula": "C3H8NO2", "method": "ωB97M-V with the def2-TZVPD basis set", "species": ["N", "C", "C", "C", "O", "O", "H", "H", "H", "H", "H", "H", "H", "H"], "positions_angstrom": [[1.362118, 0.035216, -0.029905], [0.192692, 0.814090, 0.411085], [-0.969651, -0.161889, 0.389705], [-0.987685, -0.877106, -0.936040], [-0.023744, -1.247202, -1.586300], [-2.207407, -1.096379, -1.339636], [2.148438, 0.640022, -0.287542], [1.683684, -0.589635, 0.717200], [1.056915, -0.584038, -0.877690], [0.020849, 1.633658, -0.291705], [0.348910, 1.237503, 1.405428], [-0.863596, -0.913975, 1.176463], [-1.931579, 0.330448, 0.533691], [-2.272994, -1.590000, -2.178014]], "atomic_forces_ev_per_a": [[1.7, 0.3, 0.3], [-0.6, 0.2, 0.2], [0.0, 0.1, -0.1], [-1.0, -0.6, -0.5], [0.2, 0.0, -0.2], [-0.9, 0.0, 0.0], [-0.1, -0.2, 0.1], [0.0, 0.1, -0.2], [0.0, 0.2, 0.4], [0.2, -0.1, 0.0], [0.1, -0.1, -0.2], [0.0, 0.0, 0.0], [0.2, 0.0, 0.0], [0.3, 0.1, 0.1]], "relative_energy_kcal_mol": 4.0, "total_charge": 1, "smiles": "[NH3+]CCC(=O)O", "lumo_ev": -3.40, "e_homo_ev": -15.808, "homo_lumo_gap_ev": 12.41}